96
Properties=species:S:1:pos:R:3:forces:R:3 method="wB97M-V/def2-TZVPD" lumo_energy_ha=-0.054 total_charge=0 homo_energy_ev=-6.324 smiles="C=CB(CCCCn1cccc1)NCC.CO.CO.CO.CO.CO.CO.CO.CO.CO.CO"
C 0.9923 -3.3514 2.6079 -1.89 2.81 0.31
C 0.1330 -2.2247 2.3538 0.85 -1.06 0.13
B 0.7490 -0.8663 1.6574 -0.01 -0.89 0.82
C -0.1281 -0.2462 0.4342 -0.79 -0.35 -0.37
C -1.2758 0.6866 1.0975 -0.02 -0.54 -0.32
C -2.7234 -0.0514 0.9476 0.28 0.54 0.59
C -3.6167 0.2323 2.2730 0.92 1.63 -1.55
N -5.0932 0.1874 2.0020 -1.39 -0.81 1.68
C -5.8087 0.3017 0.7476 -3.47 -0.42 3.38
C -7.2986 0.2295 1.1394 2.75 -0.26 2.08
C -7.4196 0.0339 2.6903 4.98 0.56 -2.32
C -5.9305 0.0324 3.1876 -4.41 0.19 -3.89
N 2.0170 -0.3137 2.2340 -0.79 -0.18 -2.08
C 2.9071 0.3277 1.2210 2.35 1.35 1.33
C 3.8702 1.3524 2.0544 -1.32 0.28 -0.40
H 1.1302 -4.1101 1.7639 0.39 0.64 1.44
H 1.5052 -3.4026 3.6348 -0.17 -0.72 -1.58
H -0.9685 -2.2043 2.6483 1.47 -0.04 -0.86
H 0.4699 0.2969 -0.3711 -0.72 -0.55 1.20
H -0.6249 -1.1473 -0.0963 0.75 1.62 0.69
H -1.3081 1.7321 0.6117 -0.07 -1.64 0.75
H -0.9988 0.8407 2.1964 -0.63 -0.15 -1.35
H -3.1917 0.4257 0.0041 0.49 -0.99 1.60
H -2.5932 -1.1905 0.7954 -0.16 1.88 0.16
H -3.2991 -0.4267 3.1515 -0.73 0.74 -1.37
H -3.3910 1.3325 2.5561 -0.24 -1.76 -0.25
H -5.3357 0.4215 -0.2876 -0.70 -0.13 2.13
H -8.1885 0.3127 0.4301 1.64 -0.18 1.09
H -8.3547 -0.0805 3.3265 1.57 0.23 -1.11
H -5.6203 -0.0772 4.2748 0.13 0.21 -2.02
H 1.8621 0.2799 3.0577 0.26 -0.52 -0.47
H 2.3754 0.9791 0.4494 0.60 -1.15 0.79
H 3.6378 -0.4247 0.7391 -1.65 0.93 0.48
H 4.7354 1.7515 1.4150 -1.33 -0.60 1.11
H 4.2526 0.8740 3.0187 -0.36 0.52 -1.51
H 3.1702 2.2247 2.3506 1.42 -1.23 -0.41
C 3.1413 -1.0098 -2.6220 -0.22 -0.18 0.10
O 3.8008 -1.6667 -1.5522 0.18 -0.19 0.21
H 3.8323 -0.3062 -3.0874 0.03 -0.11 0.13
H 2.8227 -1.7471 -3.3627 -0.13 0.21 -0.14
H 2.2744 -0.4659 -2.2376 -0.08 0.08 -0.24
H 3.1651 -2.2806 -1.1622 0.15 0.15 -0.08
C -1.0596 -2.1220 -3.5571 -0.06 -0.09 -0.07
O -0.3941 -2.7780 -2.4884 0.15 -0.17 0.29
H -0.3697 -1.4175 -4.0247 0.07 -0.08 0.14
H -1.3801 -2.8593 -4.2960 -0.09 0.28 -0.06
H -1.9257 -1.5785 -3.1697 -0.09 0.06 -0.20
H -1.0271 -3.3932 -2.0949 0.21 0.14 0.04
C -4.9928 -1.3305 -3.5475 -0.08 0.13 0.12
O -4.5261 -2.0300 -2.4030 0.11 -0.14 0.30
H -4.7892 -1.9303 -4.4349 0.08 -0.01 0.17
H -6.0698 -1.1643 -3.4617 -0.01 0.11 -0.19
H -4.4714 -0.3732 -3.6298 -0.10 0.05 -0.21
H -4.7187 -1.4775 -1.6341 0.04 -0.22 -0.10
C -3.4231 -5.0578 -5.9026 -0.09 -0.08 0.25
O -3.1978 -4.0983 -4.8801 -0.14 -0.03 0.08
H -3.0149 -4.6766 -6.8390 -0.01 0.04 0.14
H -2.9234 -5.9951 -5.6455 -0.06 -0.09 -0.21
H -4.4966 -5.2278 -6.0190 0.04 -0.14 -0.19
H -3.5680 -4.4600 -4.0640 0.11 0.23 -0.10
C 7.4465 -0.4660 3.0925 -0.03 -0.05 -0.32
O 6.8908 0.4099 2.1242 0.11 0.01 -0.13
H 7.4000 0.0153 4.0698 -0.04 0.03 -0.14
H 6.8735 -1.3965 3.1204 0.12 -0.09 0.19
H 8.4897 -0.6778 2.8435 0.04 -0.13 0.22
H 6.9438 -0.0388 1.2706 -0.09 0.18 0.16
C -0.4828 0.5463 -6.3681 0.17 -0.09 -0.23
O 0.8559 0.1755 -6.0729 0.19 -0.02 0.02
H -0.9945 0.7922 -5.4372 0.14 -0.05 -0.04
H -0.4877 1.4202 -7.0246 -0.23 0.02 0.02
H -0.9958 -0.2882 -6.8532 -0.22 0.12 0.02
H 1.2849 -0.0368 -6.9114 -0.03 0.02 0.26
C -2.7238 -4.3508 1.6738 -0.27 0.13 -0.24
O -2.5918 -4.2764 0.2615 -0.02 0.06 -0.19
H -1.9456 -5.0055 2.0672 -0.03 0.08 -0.12
H -2.6102 -3.3540 2.1055 -0.03 -0.11 0.22
H -3.7048 -4.7596 1.9298 0.05 -0.01 0.22
H -3.2909 -3.6921 -0.0606 0.18 -0.15 -0.03
C 2.8381 4.9012 3.9909 0.25 -0.03 -0.03
O 3.7453 4.4078 3.0139 0.15 0.08 -0.20
H 2.0014 4.2060 4.0772 0.10 -0.03 -0.15
H 3.3427 4.9801 4.9534 -0.28 0.04 -0.03
H 2.4644 5.8810 3.6839 -0.14 0.00 0.23
H 4.4735 5.0389 2.9572 -0.15 -0.22 -0.02
C 4.0893 2.5283 -4.6279 -0.15 -0.03 0.29
O 4.3129 3.4902 -3.6077 0.03 0.10 0.16
H 4.4997 2.9067 -5.5646 0.00 0.05 0.15
H 4.5890 1.5921 -4.3660 -0.05 -0.10 -0.23
H 3.0157 2.3596 -4.7447 0.05 -0.19 -0.21
H 3.9415 3.1321 -2.7914 0.12 0.16 -0.16
C 2.5273 7.3754 7.0420 0.22 0.17 -0.02
O 3.4373 6.8856 6.0677 0.23 0.27 0.09
H 1.6930 6.6784 7.1256 0.13 0.01 -0.08
H 3.0298 7.4550 8.0093 -0.21 0.05 0.11
H 2.1507 8.3546 6.7358 -0.15 0.00 0.18
H 4.1644 7.5190 6.0131 -0.14 -0.20 -0.02